# C27H35ClN4O4STeZr

A structure of composition C27H35ClN4O4STeZr at a distorted geometry (the ωB97M-V functional and the def2-TZVPD basis, the OMol25 dataset).

## Properties
Energy relative to the best compared isomer or geometry (same formula, charge and spin): 309.0 kcal/mol
Net charge: +2
Electronic energy: -2742.4620 a.u.

Cartesian coordinates (Å):
1 Zr -0.06 -0.43 -0.31
2 C 3.60 -1.71 -4.28
3 N 2.23 -1.80 -3.76
4 C 1.22 -2.44 -4.61
5 C 1.90 -1.29 -2.60
6 O 0.73 -1.32 -2.13
7 C 2.97 -0.61 -1.77
8 O 2.36 -0.24 -0.53
9 C 2.97 0.90 0.07
10 C 2.03 1.37 1.15
11 O 0.87 0.90 1.16
12 N 2.45 2.24 2.04
13 C 1.56 2.69 3.12
14 C 3.79 2.83 1.97
15 H 3.60 -2.10 -5.29
16 H 3.93 -0.67 -4.32
17 H 4.29 -2.30 -3.68
18 H 1.07 -1.83 -5.50
19 H 1.58 -3.42 -4.90
20 H 0.29 -2.53 -4.07
21 H 3.82 -1.27 -1.59
22 H 3.31 0.29 -2.30
23 H 3.96 0.65 0.46
24 H 3.07 1.70 -0.68
25 H 0.73 2.00 3.22
26 H 2.13 2.71 4.04
27 H 1.19 3.69 2.89
28 H 4.03 3.15 0.96
29 H 3.80 3.71 2.61
30 H 4.54 2.13 2.34
31 C -3.22 -1.68 2.78
32 C -1.64 -1.97 -0.38
33 O -0.67 -2.97 -0.53
34 N -2.72 -2.05 -1.12
35 C -3.27 -0.78 -1.59
36 C -3.31 0.29 -0.54
37 C -4.50 0.91 -0.22
38 C -4.53 1.92 0.73
39 C -3.34 2.29 1.33
40 C -2.18 1.63 0.97
41 N -2.15 0.65 0.05
42 H -1.84 -3.56 1.84
43 H -3.76 -2.56 3.14
44 H -3.72 -0.76 2.65
45 H -3.27 -2.89 -1.23
46 H -4.27 -0.99 -1.97
47 H -2.66 -0.42 -2.42
48 H -5.41 0.59 -0.71
49 H -5.46 2.41 0.98
50 H -3.29 3.08 2.07
51 H -1.23 1.89 1.42
52 Te 0.04 1.71 -2.31
53 C -0.74 3.38 -1.32
54 C -1.94 3.98 -1.52
55 C -2.15 5.10 -0.67
56 C -1.11 5.33 0.17
57 S 0.14 4.18 -0.08
58 H -2.65 3.65 -2.27
59 H -3.04 5.72 -0.70
60 H -0.99 6.12 0.89
61 Cl -2.02 -2.00 1.77
62 C -0.56 -1.29 1.80
63 C 0.23 -1.45 3.06
64 C 1.32 -2.17 3.07
65 C 1.90 -2.86 1.92
66 C 1.28 -3.43 0.89
67 C -0.17 -3.58 0.63
68 C -1.08 -4.46 1.14
69 H -0.10 -0.97 3.98
70 H 1.89 -2.24 3.99
71 H 2.98 -2.94 1.95
72 H 1.90 -3.94 0.15
73 H -1.90 -4.80 0.51
74 H -0.79 -5.09 1.97

Need the Mulliken charges? In units of e they are: -0.2052 -1.0005 0.2529 -1.0100 0.7249 -0.5111 -0.9567 -0.5199 -1.2370 0.2243 0.2673 0.3509 -0.9222 -1.0665 0.3819 0.3625 0.3458 0.3768 0.3988 0.2549 0.4195 0.5559 0.5384 0.5374 0.1672 0.4845 0.3452 0.4036 0.4161 0.3300 -0.9233 -0.7348 -0.3437 0.1887 -1.1524 0.5103 -0.9858 -0.7879 -1.0451 -0.3160 1.7724 0.1462 0.2946 0.2844 0.3998 0.6437 0.0756 0.5057 0.5112 0.5626 0.3661 0.1128 0.0893 -0.4162 -0.6056 -0.5141 -0.0434 0.4798 0.4387 0.4559 0.5073 1.2163 -1.1785 -0.6537 -0.5863 -0.5629 0.3617 -0.6743 0.5811 0.4952 0.4823 0.5477 0.3462 0.4389



# C27H35CoN10OS

A structure of composition C27H35CoN10OS (the ωB97M-V functional and the def2-TZVPD basis, the OMol25 dataset).

## Properties
Energy relative to the best compared isomer or geometry (same formula, charge and spin): 26.7 kcal/mol
Net charge: +1
Electronic energy: -3453.3975 a.u.
Multiplicity: 2

Cartesian coordinates (Å):
1 Co 0.29 0.25 -0.22
2 C 5.70 1.14 0.09
3 C 4.71 1.29 1.19
4 N 4.97 1.52 2.43
5 N 3.73 1.55 3.03
6 C 2.70 1.35 2.20
7 S 1.07 1.31 2.51
8 N 3.34 1.18 1.01
9 N 2.65 0.90 -0.17
10 H 6.70 1.31 0.49
11 H 5.51 1.87 -0.71
12 H 5.66 0.14 -0.34
13 H 3.66 1.72 4.01
14 H 3.15 0.20 -0.71
15 H 2.52 1.75 -0.70
16 C -3.17 -1.29 -2.54
17 C -3.02 -2.66 -2.36
18 C -1.95 -3.13 -1.63
19 C -1.02 -2.23 -1.11
20 N -1.18 -0.91 -1.29
21 C -2.23 -0.46 -1.98
22 C 0.15 -2.61 -0.30
23 C 0.58 -3.93 -0.16
24 C 1.69 -4.22 0.60
25 C 2.36 -3.19 1.25
26 C 1.94 -1.87 1.10
27 C 0.83 -1.55 0.31
28 H -4.00 -0.88 -3.10
29 H -3.75 -3.36 -2.77
30 H -1.83 -4.19 -1.45
31 H -2.33 0.61 -2.07
32 H 0.06 -4.73 -0.67
33 H 2.03 -5.25 0.70
34 H 3.22 -3.41 1.87
35 H 2.47 -1.10 1.64
36 O 0.45 2.64 -0.36
37 C -0.33 3.41 -1.29
38 C -0.37 2.64 -2.59
39 C 1.03 2.50 -3.23
40 C 1.39 1.09 -3.62
41 C 1.74 0.78 -4.93
42 C 2.09 -0.51 -5.26
43 C 2.10 -1.47 -4.25
44 C 1.73 -1.09 -2.98
45 N 1.37 0.16 -2.65
46 H 0.12 2.79 0.54
47 H 0.15 4.38 -1.43
48 H -1.33 3.58 -0.89
49 H -1.07 3.12 -3.28
50 H -0.76 1.65 -2.36
51 H 1.78 2.86 -2.52
52 H 1.11 3.15 -4.10
53 H 1.73 1.56 -5.68
54 H 2.36 -0.77 -6.27
55 H 2.37 -2.50 -4.45
56 H 1.73 -1.81 -2.17
57 C -3.45 -1.33 4.20
58 C -4.30 -0.05 4.22
59 C -3.67 1.03 5.09
60 C -4.58 0.47 2.81
61 N -3.36 0.83 2.07
62 C -2.52 0.06 1.39
63 N -1.56 0.82 0.93
64 N -1.84 2.08 1.33
65 N -2.92 2.10 2.02
66 H -3.37 -1.73 5.21
67 H -2.44 -1.12 3.85
68 H -3.89 -2.10 3.57
69 H -5.28 -0.30 4.62
70 H -2.70 1.35 4.69
71 H -3.50 0.64 6.10
72 H -4.31 1.91 5.17
73 H -5.18 1.38 2.85
74 H -5.12 -0.26 2.22
75 H -2.60 -1.01 1.28

Need the Mulliken charges? In units of e they are: 0.5772 -1.2504 0.9564 -0.8722 0.2245 0.1799 -0.3503 -0.3816 -0.0956 0.3637 0.2953 0.3060 0.1988 0.3357 0.3363 -1.1867 -0.6454 -1.0538 1.1287 0.6773 -0.2509 0.8243 -1.0343 -0.9445 -0.9825 0.3594 0.3420 0.4796 0.4445 0.4450 0.4873 0.3971 0.3968 0.4828 0.1677 -0.4482 -0.8782 0.5261 -1.1969 0.6177 -0.9525 -0.4290 -1.1002 -0.1319 0.6464 0.2129 0.3826 0.3861 0.6294 -0.8620 0.2832 0.4844 0.4554 0.4073 0.4837 0.3280 -1.3513 0.7825 -1.3212 -1.2454 0.6942 -0.8612 0.4620 -0.2517 -0.9181 0.4271 0.2457 0.3462 0.3013 0.2014 0.4213 0.3679 0.3675 0.4478 0.6819